{
  "formula": "C13H28F6NNaO17S6",
  "method": "wB97M-V/def2-TZVPD",
  "elements": ["S", "S", "S", "S", "S", "S", "Na", "F", "F", "F", "F", "F", "F", "O", "O", "O", "O", "O", "O", "O", "O", "O", "O", "O", "O", "O", "O", "O", "O", "O", "N", "C", "C", "C", "C", "C", "C", "C", "C", "C", "C", "C", "C", "C", "H", "H", "H", "H", "H", "H", "H", "H", "H", "H", "H", "H", "H", "H", "H", "H", "H", "H", "H", "H", "H", "H", "H", "H", "H", "H", "H", "H"],
  "positions_angstrom": [[-1.979, 1.339, 1.604], [1.022, -3.521, 1.718], [-1.509, -2.204, -3.422], [2.390, 2.177, 0.822], [0.699, -3.400, -3.619], [0.269, 1.519, -2.961], [-0.134, -1.019, -0.886], [-2.608, -4.663, -3.818], [2.675, -5.179, -2.972], [2.647, -3.269, -1.725], [1.095, -4.865, -1.459], [-3.890, -3.309, -2.993], [-2.458, -4.277, -1.725], [-1.263, 0.206, 1.052], [1.529, 0.805, -2.928], [-1.320, 2.506, 2.050], [-0.049, -4.472, -4.310], [0.656, 3.159, -2.943], [3.381, 1.324, 1.965], [0.180, -2.689, 0.791], [0.027, -4.433, 2.698], [-2.047, -1.016, -2.791], [1.502, -2.649, -4.652], [-3.126, 0.833, 2.736], [3.342, 2.929, 0.035], [1.642, -2.684, 3.003], [1.947, -4.457, 1.081], [-0.702, 1.296, -1.879], [-1.436, -2.119, -4.849], [1.364, 1.317, 0.193], [-0.034, -2.481, -2.570], [1.407, -3.250, 4.231], [1.582, 3.370, 2.130], [-0.413, 4.083, -2.819], [-3.147, 1.855, 0.415], [-4.869, 1.503, 4.037], [1.898, -4.251, -2.315], [4.507, -0.257, 0.692], [4.771, 0.926, 1.627], [-3.345, 1.630, 3.871], [-2.666, -3.669, -2.948], [-0.044, -3.898, 3.989], [0.127, 4.981, -1.708], [-0.358, 1.420, -4.695], [-0.811, -3.125, 4.037], [-1.297, 3.496, -2.570], [2.335, 4.130, 2.340], [5.427, -0.578, 0.204], [3.648, -0.188, 0.024], [-0.560, 5.818, -1.584], [0.231, 4.354, -0.822], [0.738, 3.861, 1.646], [-3.502, 0.875, 0.098], [2.228, -3.919, 4.490], [-3.880, 2.412, 0.999], [1.116, 5.406, -1.882], [-5.048, 0.531, 4.496], [-5.249, 2.306, 4.668], [5.316, 0.577, 2.504], [-1.443, 1.520, -4.713], [-0.005, 0.456, -5.062], [0.154, 2.111, -5.365], [-0.528, 4.765, -3.661], [1.312, 2.792, 3.014], [-0.211, -4.767, 4.626], [-2.897, 1.354, 4.825], [-2.720, 2.414, -0.417], [4.257, -1.170, 1.234], [1.403, -2.562, 5.076], [5.332, 1.751, 1.187], [-5.412, 1.529, 3.092], [-3.193, 2.704, 3.761]],
  "forces_ev_per_a": [[-1.253, -1.289, -1.277], [-1.675, -1.284, -1.551], [0.645, 1.499, 1.387], [0.504, -0.306, 1.799], [4.659, -1.609, -4.835], [1.116, 1.472, -0.200], [-0.039, 0.680, 0.452], [0.940, -0.110, -0.683], [-0.764, 1.556, 1.393], [-0.619, -1.683, -0.397], [0.813, 0.069, 0.142], [-2.335, 2.099, 0.474], [0.500, 1.537, -0.789], [-0.723, 0.733, 1.397], [-1.548, 0.868, 0.162], [1.055, 0.653, 1.313], [0.631, 1.183, 2.467], [0.307, -2.915, -0.845], [-1.118, 1.315, -0.247], [2.638, -1.650, 3.239], [0.980, 0.862, -2.102], [-0.303, -0.757, 0.661], [-1.304, -1.201, 3.300], [3.181, -0.285, -1.493], [-1.073, -0.519, 0.101], [0.417, 1.332, -3.421], [-1.368, 2.338, 1.839], [0.995, 0.265, -1.870], [-0.170, -0.641, 0.449], [2.283, 1.513, 1.541], [-3.447, -0.187, -2.113], [-1.832, -1.828, 1.338], [0.891, -0.931, -1.417], [1.162, 0.883, 1.144], [-0.371, -0.721, 0.102], [0.153, -0.291, 0.683], [-0.547, 0.605, -2.298], [1.120, -1.107, 0.183], [-2.017, -0.761, -1.573], [-2.704, 1.380, 0.678], [1.193, -2.711, 0.368], [1.804, 0.025, 1.124], [-0.991, -0.036, 0.525], [0.138, -0.669, 0.659], [-0.033, -0.072, 0.230], [-0.343, 0.673, 0.097], [0.199, -0.363, -0.016], [-0.058, 0.301, -0.610], [0.477, 0.717, -0.361], [-0.058, 0.022, 0.495], [-0.237, 0.308, 0.300], [-0.036, -0.441, 0.016], [-0.638, 0.348, -0.429], [-0.311, -0.700, -0.250], [-0.137, 0.029, -0.451], [-0.052, -0.264, -0.593], [-0.422, 0.085, 0.056], [-0.065, -0.160, 0.176], [-0.609, 0.316, 0.385], [0.169, -0.088, -0.013], [-0.474, -0.375, 0.324], [-0.033, 0.518, 0.667], [-0.143, -0.794, -0.726], [-0.041, 0.022, -0.326], [-0.243, 0.377, 0.228], [0.641, -0.589, -0.464], [0.214, -0.150, 0.276], [-0.106, 0.153, 0.703], [-0.306, 0.721, -0.603], [-0.312, 0.025, -0.177], [0.263, 0.110, -0.073], [0.771, -0.105, -0.670]],
  "relative_energy_kcal_mol": 129.5,
  "gap_ev": 9.0,
  "lumo_energy_ev": -0.2,
  "total_energy_ev": -135959.583
}

=====

{
  "formula": "C2H4NO2",
  "method": "wB97M-V/def2-TZVPD",
  "elements": ["O", "O", "N", "C", "C", "H", "H", "H", "H"],
  "positions_angstrom": [[-2.695, -0.583, -0.071], [1.156, -1.193, -0.026], [-0.621, 0.783, -0.226], [-0.033, -0.712, 0.384], [-1.546, -0.396, 0.043], [-0.529, 1.268, -1.103], [0.119, -0.424, 1.512], [1.311, -1.688, -0.942], [-0.632, 1.376, 0.596]],
  "forces_ev_per_a": [[1.606, -0.016, 0.329], [-1.154, -1.266, -2.225], [-0.647, -1.072, 2.187], [0.374, 1.370, 1.728], [1.359, -0.570, -1.413], [-0.040, -0.042, -0.662], [-0.419, -0.643, -2.155], [-1.212, 1.477, 2.516], [0.132, 0.762, -0.305]],
  "relative_energy_kcal_mol": 62.7,
  "gap_ev": 11.3,
  "lumo_energy_ev": -5.3,
  "total_energy_ev": -7713.238,
  "total_charge": 1,
  "smiles": "O=C1[NH2+][C@@H]1O"
}

=====

{
  "formula": "C30H38AsCdN2Si3",
  "method": "wB97M-V/def2-TZVPD",
  "elements": ["Cd", "As", "Si", "Si", "Si", "N", "N", "C", "C", "C", "C", "C", "C", "C", "C", "C", "C", "C", "C", "C", "C", "C", "C", "C", "C", "C", "C", "C", "C", "C", "C", "C", "C", "C", "C", "C", "C", "H", "H", "H", "H", "H", "H", "H", "H", "H", "H", "H", "H", "H", "H", "H", "H", "H", "H", "H", "H", "H", "H", "H", "H", "H", "H", "H", "H", "H", "H", "H", "H", "H", "H", "H", "H", "H", "H"],
  "positions_angstrom": [[-0.148, 0.194, -0.739], [-2.114, 1.401, 0.527], [-0.059, -2.360, -0.508], [-1.305, 3.570, 0.713], [-1.920, 0.696, 2.723], [2.227, 0.875, -0.205], [2.837, 1.413, -1.143], [-1.434, 4.362, -0.990], [2.785, 2.376, -3.296], [4.330, -0.006, 3.321], [0.841, 2.329, -4.680], [2.072, 1.688, -2.313], [0.734, 1.292, -2.465], [2.380, -0.179, 1.931], [0.774, -3.240, -1.983], [-0.540, 1.462, 3.761], [2.167, 2.704, -4.488], [0.485, 3.773, 1.264], [1.251, -4.551, -1.894], [1.504, -3.217, -4.303], [1.839, -5.188, -2.978], [4.288, 1.080, 1.170], [0.152, 1.642, -3.687], [-4.424, -4.138, -0.260], [-2.356, 4.599, 1.902], [-4.173, -2.975, -0.974], [-1.686, -1.172, 2.754], [4.946, 0.776, 2.349], [-3.521, 1.078, 3.649], [-3.378, -4.786, 0.383], [2.998, 0.599, 0.960], [1.965, -4.521, -4.190], [0.922, -2.587, -3.209], [-2.090, -4.270, 0.306], [3.045, -0.483, 3.108], [-1.810, -3.103, -0.410], [-2.883, -2.465, -1.039], [1.149, 3.307, 0.535], [5.947, 1.155, 2.517], [2.557, -1.091, 3.859], [-3.711, 2.154, 3.656], [0.590, -1.558, -3.308], [-3.481, 0.730, 4.685], [2.201, -6.205, -2.879], [1.377, -0.546, 1.742], [2.705, 3.241, -5.259], [-3.408, 4.564, 1.609], [-0.719, -1.463, 2.333], [-1.096, 5.402, -0.972], [4.751, 1.690, 0.407], [-2.464, 4.339, -1.352], [-0.813, 3.814, -1.703], [-2.710, -1.535, -1.572], [1.159, -5.085, -0.953], [-4.368, 0.596, 3.155], [-0.529, 1.008, 4.757], [3.818, 2.643, -3.103], [2.427, -5.012, -5.038], [0.668, 3.308, 2.235], [-0.693, 2.537, 3.886], [0.444, 1.316, 3.310], [1.607, -2.683, -5.240], [-4.985, -2.453, -1.466], [-0.884, 1.376, -3.880], [4.851, -0.237, 4.241], [-2.457, -1.667, 2.158], [-1.741, -1.559, 3.776], [0.755, 4.832, 1.336], [-3.567, -5.690, 0.950], [0.606, -3.022, 0.668], [-1.284, -4.782, 0.820], [-2.034, 5.645, 1.906], [0.342, 2.575, -5.612], [-5.432, -4.532, -0.196], [-2.282, 4.220, 2.924]],
  "forces_ev_per_a": [[0.042, -0.036, -0.037], [0.013, 0.103, -0.071], [-0.058, -0.035, -0.085], [0.007, 0.083, -0.003], [0.017, -0.083, 0.110], [-0.028, 0.111, -0.263], [0.005, -0.105, 0.264], [-0.002, -0.039, 0.005], [0.031, -0.012, 0.056], [-0.017, 0.008, -0.024], [0.045, 0.014, 0.002], [-0.148, 0.010, -0.106], [0.071, -0.008, 0.108], [-0.066, 0.010, -0.089], [0.016, 0.024, 0.009], [0.037, -0.016, -0.016], [-0.042, -0.015, -0.011], [0.021, -0.057, 0.036], [-0.030, -0.006, -0.004], [0.006, -0.014, -0.010], [-0.003, 0.008, 0.009], [-0.012, 0.048, -0.075], [-0.038, -0.002, 0.011], [0.001, 0.008, 0.003], [-0.035, -0.044, -0.017], [-0.002, 0.001, 0.008], [0.001, 0.023, -0.022], [0.011, -0.008, 0.027], [0.004, -0.007, -0.027], [0.014, 0.006, 0.006], [0.098, -0.021, 0.160], [-0.003, 0.015, 0.014], [0.010, -0.007, 0.019], [0.002, -0.012, -0.038], [0.029, -0.010, 0.018], [-0.013, 0.016, 0.017], [0.013, -0.021, 0.017], [0.051, -0.040, -0.029], [0.001, 0.002, -0.007], [-0.010, 0.001, -0.004], [-0.011, 0.000, 0.000], [-0.004, 0.011, 0.004], [0.013, -0.002, 0.001], [0.002, -0.001, 0.000], [0.026, 0.008, 0.014], [0.006, -0.001, 0.002], [0.006, -0.002, 0.015], [-0.044, 0.002, 0.018], [0.003, 0.004, 0.014], [-0.002, -0.003, 0.012], [0.007, 0.000, -0.011], [-0.013, 0.002, -0.015], [-0.007, 0.004, -0.002], [0.008, -0.003, -0.002], [0.004, 0.011, 0.002], [-0.017, -0.010, -0.003], [0.000, -0.003, 0.001], [-0.004, -0.003, -0.003], [0.023, 0.049, -0.090], [0.000, -0.010, 0.018], [-0.052, -0.009, 0.025], [0.001, 0.002, 0.001], [0.002, 0.003, 0.000], [0.007, -0.002, 0.006], [0.002, 0.000, 0.001], [0.019, -0.004, 0.007], [-0.003, 0.003, 0.014], [-0.039, 0.012, -0.013], [0.000, 0.000, 0.001], [0.031, 0.055, 0.009], [-0.004, -0.002, 0.009], [0.017, -0.001, -0.005], [-0.005, 0.004, 0.002], [0.000, -0.004, -0.004], [-0.007, -0.001, 0.008]],
  "relative_energy_kcal_mol": 14.8,
  "gap_ev": 6.3,
  "lumo_energy_ev": 2.0,
  "total_energy_ev": -123746.261,
  "total_charge": -1
}

=====

{
  "formula": "C46H40N6O4SSeSiTl",
  "method": "wB97M-V/def2-TZVPD",
  "elements": ["Tl", "Se", "S", "Si", "O", "O", "O", "O", "N", "N", "N", "N", "N", "N", "C", "C", "C", "C", "C", "C", "C", "C", "C", "C", "C", "C", "C", "C", "C", "C", "C", "C", "C", "C", "C", "C", "C", "C", "C", "C", "C", "C", "C", "C", "C", "C", "C", "C", "C", "C", "C", "C", "C", "C", "C", "C", "C", "C", "C", "C", "H", "H", "H", "H", "H", "H", "H", "H", "H", "H", "H", "H", "H", "H", "H", "H", "H", "H", "H", "H", "H", "H", "H", "H", "H", "H", "H", "H", "H", "H", "H", "H", "H", "H", "H", "H", "H", "H", "H", "H"],
  "positions_angstrom": [[-0.032, -1.009, -0.031], [-2.519, -3.215, 1.189], [-2.121, -0.032, -3.046], [3.186, -1.743, 2.087], [1.070, 3.164, 1.892], [0.083, 3.986, -2.361], [-1.277, 0.875, -2.219], [2.646, -1.792, -1.989], [2.129, -1.969, 0.777], [-0.637, 0.207, 2.561], [-0.575, 2.163, 0.656], [-4.242, -1.143, 2.469], [-0.518, 3.189, -0.362], [1.831, 1.503, -0.584], [-2.874, 0.667, -6.955], [3.044, 0.969, -0.470], [-1.939, 3.235, -0.385], [-2.836, 0.072, -5.705], [-1.730, 2.025, -4.805], [-0.033, 1.829, 4.223], [1.836, -1.405, -3.022], [2.423, -5.441, -1.637], [2.273, -0.312, -3.766], [-4.322, 2.442, 0.594], [-4.125, -0.708, -1.397], [-2.274, 0.764, -4.641], [-4.247, 3.365, -0.442], [-1.770, 2.614, -6.064], [2.577, -4.181, -2.187], [-0.807, -0.328, 4.878], [-5.416, -0.730, -0.890], [-2.340, 1.939, -7.134], [1.716, 2.647, -1.253], [0.281, -0.410, -5.117], [4.186, 1.575, -0.978], [2.789, 3.304, -1.839], [-3.027, 3.797, -0.989], [-3.830, 0.086, -2.499], [0.613, -1.998, -3.323], [-0.357, 0.932, 5.227], [2.451, -3.043, -1.402], [2.035, -4.405, 0.499], [-0.198, 1.418, 2.911], [-2.019, 2.301, 0.633], [-0.927, -0.653, 3.534], [-6.105, 0.823, -2.597], [2.822, -0.109, 2.938], [-0.146, -1.499, -4.374], [-4.813, 0.861, -3.100], [3.128, -3.049, 3.453], [-6.406, 0.028, -1.498], [0.175, 2.358, 1.806], [2.136, -5.542, -0.280], [4.054, 2.762, -1.679], [-3.572, -1.950, 1.968], [-3.187, 1.851, 1.177], [1.496, 0.184, -4.798], [4.983, -1.715, 1.496], [2.227, -3.099, -0.010], [0.364, 3.288, -1.403], [-6.878, 1.422, -3.064], [-3.359, -1.319, -0.927], [0.348, 2.819, 4.426], [3.087, 0.007, 0.032], [1.784, -4.490, 1.548], [5.211, -2.630, 0.942], [-2.965, 4.503, -1.804], [-0.330, -0.018, -5.920], [-1.066, -1.061, 5.630], [-1.345, 3.599, -6.204], [-5.629, -1.332, -0.017], [3.753, -2.747, 4.299], [-4.579, 1.488, -3.950], [2.614, 4.218, -2.388], [1.979, -6.514, 0.173], [-5.169, 3.757, -0.852], [1.842, 1.046, -5.355], [-3.273, 1.093, 1.944], [-2.362, 2.399, -8.114], [-3.239, -0.923, -5.554], [4.920, 3.257, -2.099], [-1.263, -1.634, 3.216], [3.221, 0.142, -3.512], [-3.311, 0.138, -7.793], [0.254, -2.836, -2.742], [2.514, -6.324, -2.257], [5.687, -1.641, 2.330], [2.618, 0.703, 2.236], [-1.268, 2.523, -3.960], [1.961, -0.208, 3.604], [5.151, 1.107, -0.836], [5.165, -0.871, 0.824], [-1.097, -1.968, -4.597], [-5.294, 2.137, 0.956], [3.486, -4.020, 3.103], [-7.417, 0.006, -1.110], [2.105, -3.179, 3.818], [2.790, -4.059, -3.242], [-0.252, 1.212, 6.268], [3.676, 0.191, 3.552]],
  "forces_ev_per_a": [[-0.110, 0.072, 0.052], [0.054, -0.002, 0.007], [-0.373, 0.297, 0.415], [-0.050, -0.083, 0.085], [-0.024, -0.004, 0.016], [-0.011, -0.052, -0.009], [-0.051, 0.121, 0.004], [-0.037, 0.022, -0.041], [0.078, -0.074, -0.070], [0.025, 0.127, 0.102], [-0.162, -0.023, -0.034], [0.050, 0.050, -0.024], [-0.023, -0.053, 0.005], [0.048, -0.032, -0.041], [-0.001, -0.015, 0.000], [0.050, 0.005, -0.041], [0.023, 0.016, -0.036], [-0.153, 0.090, 0.075], [-0.116, 0.067, 0.018], [-0.001, 0.008, -0.022], [-0.047, -0.027, 0.047], [0.006, -0.004, -0.009], [0.042, 0.067, 0.014], [0.009, -0.072, -0.019], [-0.013, -0.033, 0.034], [-0.350, 0.131, 0.041], [-0.012, -0.009, -0.047], [0.010, -0.009, 0.058], [-0.017, 0.071, -0.035], [-0.009, -0.038, 0.011], [0.014, 0.027, 0.011], [0.016, -0.030, -0.029], [0.021, 0.027, -0.042], [0.324, -0.133, -0.202], [-0.023, 0.003, -0.063], [-0.029, 0.001, 0.007], [-0.015, 0.000, -0.008], [0.000, 0.103, 0.000], [0.118, -0.034, -0.020], [0.010, 0.028, 0.040], [-0.002, 0.005, -0.025], [0.039, 0.011, 0.015], [-0.026, -0.112, 0.016], [0.063, -0.038, -0.015], [0.015, 0.002, -0.054], [0.001, 0.026, -0.012], [-0.027, 0.028, -0.019], [0.314, -0.249, -0.255], [-0.014, 0.059, 0.035], [0.007, 0.007, -0.003], [-0.009, 0.010, 0.032], [0.103, 0.015, 0.026], [-0.006, 0.003, 0.014], [0.015, -0.038, -0.006], [-0.076, -0.006, -0.010], [-0.070, -0.021, 0.015], [0.025, -0.037, 0.060], [0.000, 0.008, -0.009], [-0.097, -0.056, 0.097], [0.007, 0.027, -0.036], [0.000, -0.002, 0.003], [0.018, 0.009, -0.005], [0.003, 0.001, 0.000], [-0.015, 0.054, -0.106], [-0.005, -0.008, 0.010], [-0.002, 0.001, 0.000], [0.000, -0.003, 0.003], [0.271, -0.126, -0.014], [-0.003, -0.002, -0.003], [-0.002, 0.002, -0.004], [0.005, -0.001, 0.010], [-0.001, 0.005, 0.000], [-0.005, -0.004, 0.008], [-0.003, 0.002, -0.001], [-0.001, 0.004, -0.001], [-0.006, -0.001, -0.005], [-0.001, 0.001, -0.007], [0.012, -0.023, -0.013], [0.002, -0.001, 0.001], [-0.016, 0.003, -0.007], [0.000, 0.000, 0.001], [-0.007, -0.016, -0.004], [0.031, 0.029, 0.042], [0.005, 0.001, -0.001], [0.017, -0.057, -0.002], [0.001, 0.006, 0.001], [-0.004, 0.001, 0.000], [0.007, -0.016, 0.050], [0.016, -0.016, 0.018], [-0.002, 0.003, -0.013], [0.000, 0.002, -0.004], [0.010, -0.010, 0.006], [0.162, -0.076, -0.064], [-0.029, -0.014, -0.004], [0.007, -0.005, 0.004], [0.004, 0.000, 0.001], [0.002, -0.002, 0.000], [-0.008, 0.011, -0.015], [0.001, 0.001, -0.001], [0.003, -0.004, 0.004]],
  "relative_energy_kcal_mol": 34.6,
  "gap_ev": 6.8,
  "lumo_energy_ev": 2.2,
  "total_energy_ev": -154236.802,
  "total_charge": -1
}

=====

Question: Number 2 is which compound?
Answer: C2H4NO2